Entry 1:
Computed, not measured: 8 unconnected molecules or ions with the total composition C47H58ClNO5P3, with ωB97M-V with the def2-TZVPD basis set.

```
115
Properties=species:S:1:pos:R:3:forces:R:3
C 0.66793 0.33840 -1.42563 0.275 0.492 0.394
C 0.59006 0.25847 0.10384 -0.428 -0.248 -0.150
N 1.02668 -1.01681 0.65959 0.268 0.314 -0.209
P 2.64344 -1.00200 1.45213 0.240 -0.500 0.249
C 4.34776 -0.97586 2.31702 -0.308 0.270 0.060
C 2.12592 -2.58051 2.58220 0.099 0.041 0.302
C 0.75022 -3.01766 2.41198 -0.265 -0.129 -0.351
O 0.30284 -3.80305 1.63899 -0.007 -0.238 0.171
Cl -0.42423 -2.22285 3.55798 -0.054 0.077 0.135
P 1.85816 0.50610 2.99015 0.309 0.815 -0.444
O 2.37637 1.89743 2.72043 0.128 0.053 0.010
P 3.51096 -2.44678 -0.12284 0.771 0.082 0.297
O 4.75811 -3.17361 0.21686 -0.008 -0.055 -0.106
O 2.37600 -3.52599 -0.54876 -0.310 -0.066 -0.188
O 3.72854 -1.58791 -1.49116 -0.238 0.098 0.051
H 1.64184 0.73890 -1.71885 0.089 -0.159 -0.165
H -0.07142 1.05760 -1.78108 -0.060 -0.086 -0.247
H 0.50764 -0.62910 -1.89916 -0.124 -0.030 -0.094
H 1.17389 1.08052 0.52294 0.090 0.023 0.111
H -0.44715 0.44152 0.41087 -0.057 0.013 0.064
H 0.96416 -1.72932 -0.06150 -0.105 -0.208 0.174
H 3.08604 0.12718 0.66391 -0.156 0.077 -0.065
H 5.12738 -0.79011 1.58127 0.023 -0.173 -0.096
H 4.35703 -0.12278 3.00057 0.012 0.044 0.048
H 4.56812 -1.87566 2.88446 0.095 -0.118 -0.070
H 2.77213 -3.42220 2.33065 0.138 0.088 -0.187
H 2.30645 -2.30735 3.62034 0.049 0.154 -0.011
H 2.30414 0.09755 4.27208 -0.373 -0.327 0.133
H 0.44769 0.53921 3.05639 -0.028 -0.293 0.294
H 2.80906 -4.38249 -0.66102 -0.043 -0.049 0.062
H 2.99754 -0.95764 -1.58160 0.130 0.047 -0.123
C 5.53856 1.57086 7.97961 0.007 -0.005 0.012
C 4.45449 2.43053 7.86788 -0.010 0.011 0.000
C 3.89594 2.68542 6.62262 0.021 -0.003 0.029
C 4.41743 2.08121 5.48670 -0.047 0.005 -0.150
C 5.49992 1.21899 5.60094 0.015 0.007 0.033
C 6.06121 0.96526 6.84529 0.008 -0.007 -0.006
H 5.97391 1.37046 8.95073 0.003 -0.002 0.008
H 4.04280 2.89965 8.75292 0.000 0.006 0.009
H 3.04996 3.35475 6.53365 -0.017 -0.003 -0.010
H 3.97209 2.27149 4.51467 -0.040 -0.019 0.011
H 5.90140 0.74088 4.71659 0.004 -0.005 -0.007
H 6.90527 0.29244 6.93119 0.004 -0.011 0.002
C -3.50201 3.97811 -4.36096 -0.001 0.003 0.001
C -3.85691 2.93304 -3.51829 -0.005 0.002 0.000
C -3.17864 2.74447 -2.32223 0.011 -0.070 -0.011
C -2.14832 3.60373 -1.96627 0.039 -0.044 0.038
C -1.79352 4.64725 -2.80849 0.022 0.052 0.022
C -2.46849 4.83446 -4.00713 -0.022 -0.014 -0.001
H -4.03004 4.12370 -5.29452 -0.005 0.000 -0.008
H -4.66418 2.26620 -3.79320 0.002 -0.016 -0.009
H -3.45419 1.92963 -1.66439 0.002 -0.007 0.010
H -1.62219 3.45849 -1.03092 0.001 -0.007 0.009
H -0.98912 5.31558 -2.52860 0.002 0.016 -0.007
H -2.18741 5.64636 -4.66576 -0.004 0.013 0.001
C -1.93694 -3.11259 -0.59120 0.028 0.026 0.023
C -2.21322 -1.90261 -1.21430 -0.020 0.016 -0.007
C -3.15470 -1.84109 -2.23311 -0.003 0.002 0.007
C -3.82940 -2.98985 -2.62481 -0.005 0.003 -0.006
C -3.55766 -4.19979 -1.99994 0.008 -0.007 -0.014
C -2.60853 -4.26079 -0.98775 -0.024 -0.016 -0.051
H -1.20160 -3.16860 0.20019 -0.007 0.042 -0.014
H -1.69021 -1.00716 -0.90250 -0.022 -0.019 0.001
H -3.36184 -0.89756 -2.72371 0.007 0.008 -0.007
H -4.56568 -2.94239 -3.41763 -0.004 -0.001 -0.007
H -4.08381 -5.09622 -2.30443 0.001 -0.007 -0.006
H -2.38868 -5.20479 -0.50506 0.006 -0.010 0.002
C 4.21098 5.46674 -3.59552 0.001 0.003 0.002
C 3.00620 5.30279 -4.26462 0.009 0.007 -0.005
C 1.89015 4.84357 -3.57927 -0.029 0.007 -0.012
C 1.97824 4.55287 -2.22508 -0.026 0.009 -0.009
C 3.18219 4.71775 -1.55492 0.003 -0.015 0.057
C 4.29885 5.17290 -2.24166 0.001 0.006 -0.012
H 5.08328 5.82048 -4.13026 0.008 0.001 -0.005
H 2.93739 5.53040 -5.32079 0.002 -0.008 -0.011
H 0.95093 4.70780 -4.10101 -0.004 -0.018 -0.006
H 1.10774 4.19344 -1.69083 0.008 -0.036 0.011
H 3.24976 4.48483 -0.50014 -0.001 -0.029 0.006
H 5.23971 5.29414 -1.72088 0.007 0.000 0.008
C -7.49661 4.31618 0.73757 -0.005 -0.007 -0.002
C -7.31116 5.41952 1.55862 -0.006 0.004 0.005
C -6.19670 6.22957 1.39078 0.004 0.004 0.001
C -5.27019 5.93829 0.39935 -0.008 0.008 0.011
C -5.45605 4.83618 -0.42334 -0.002 0.032 -0.026
C -6.56843 4.02464 -0.25233 -0.010 -0.006 -0.002
H -8.36330 3.68161 0.87120 -0.006 -0.007 0.003
H -8.03412 5.64665 2.33157 -0.003 -0.002 0.011
H -6.04856 7.08640 2.03546 -0.001 0.009 0.003
H -4.39998 6.56849 0.26845 0.011 0.001 -0.002
H -4.73463 4.60745 -1.19583 0.017 0.011 -0.007
H -6.70948 3.16143 -0.89048 0.002 -0.005 -0.008
C -2.06440 -6.17341 2.56332 -0.019 0.066 -0.052
C -3.41127 -6.02725 2.25396 0.007 -0.045 0.040
C -4.33261 -6.96509 2.70064 -0.015 0.013 -0.014
C -3.91192 -8.04838 3.45962 -0.013 -0.006 0.005
C -2.56762 -8.19378 3.77148 0.012 -0.006 0.002
C -1.64604 -7.25794 3.32199 0.005 -0.014 -0.006
H -1.34575 -5.44058 2.21700 -0.003 0.010 0.016
H -3.74229 -5.18038 1.66675 0.016 0.021 -0.002
H -5.38164 -6.85039 2.45763 -0.008 0.005 0.002
H -4.63185 -8.77770 3.80951 -0.005 -0.006 0.001
H -2.23805 -9.03677 4.36584 0.004 -0.008 0.002
H -0.59693 -7.37186 3.56299 0.010 0.009 0.006
C 1.23161 -2.42486 -6.60121 0.000 0.001 -0.003
C 2.44529 -2.00475 -6.07364 0.000 0.006 0.000
C 2.76893 -2.29695 -4.75540 0.019 0.020 -0.034
C 1.88098 -3.01470 -3.96644 -0.028 -0.013 0.045
C 0.66667 -3.43401 -4.49339 -0.018 0.001 -0.005
C 0.34110 -3.13796 -5.81013 -0.006 0.001 -0.003
H 0.97793 -2.19326 -7.62826 -0.001 0.003 -0.008
H 3.13874 -1.44641 -6.68999 0.003 0.011 -0.005
H 3.70909 -1.96518 -4.33385 0.005 -0.007 0.022
H 2.13437 -3.23823 -2.93892 -0.017 0.019 0.008
H -0.02803 -3.98663 -3.87320 -0.020 0.009 0.021
H -0.60858 -3.45996 -6.21872 -0.009 -0.004 0.000
```
Forces are in eV/Å.

molecular weight	845.4	u
F_max	0.98	eV/A
net charge	-1
HOMO-LUMO gap	7.30	eV
calculated total energy	-3741.0784	a.u.

Entry 2:
Computed, not measured: a molecular structure, C47H60BGeN6PS3W, with ωB97M-V with the def2-TZVPD basis set.

```
120
Properties=species:S:1:pos:R:3:forces:R:3
W -0.86372 -0.88253 0.34108 0.121 -0.387 0.016
C 1.25156 -5.57416 -0.54857 0.018 0.027 -0.028
C 1.42867 -5.26052 -2.03470 -0.040 -0.038 0.008
C 2.58672 -6.09844 -2.57298 -0.032 0.030 -0.017
C 0.17615 -5.58946 -2.84481 0.008 -0.030 0.008
N 1.75685 -3.81295 -2.19563 0.007 0.112 0.009
C 2.97300 -3.32699 -2.64551 0.053 0.176 -0.001
C 2.92584 -1.98353 -2.55520 0.084 -0.140 -0.051
N 1.68864 -1.63076 -2.06351 -0.029 0.010 -0.043
B 1.33387 -0.16302 -1.69770 0.161 -0.128 0.248
N 1.08967 0.63596 -2.97621 0.152 -0.029 0.063
C 1.06694 0.11865 -4.25638 -0.078 -0.056 -0.220
C 0.67355 1.09424 -5.09348 -0.034 -0.245 0.008
N 0.43073 2.22707 -4.33574 0.214 0.137 0.197
C 0.70303 1.94126 -3.02223 -0.240 0.147 0.024
S 0.57862 2.92854 -1.66210 -0.089 0.164 -0.006
C -0.00988 3.53737 -4.89320 -0.072 -0.072 -0.059
C -1.38002 3.90242 -4.31734 0.069 -0.047 -0.025
C 1.04367 4.60596 -4.60489 -0.044 -0.067 0.024
C -0.14432 3.39676 -6.40694 -0.044 0.035 -0.044
N 2.49580 0.36925 -0.83297 0.056 -0.179 0.089
C 3.41986 1.33909 -1.11438 0.135 0.060 0.070
C 4.20031 1.47904 -0.02628 -0.028 0.085 -0.157
N 3.74526 0.59603 0.94352 -0.104 -0.129 -0.054
C 2.68805 -0.08814 0.42399 -0.059 0.155 -0.044
S 1.73092 -1.34939 1.10241 -0.156 -0.007 0.031
C 4.36857 0.61490 2.30075 0.041 0.027 0.014
C 5.87831 0.43603 2.12212 -0.012 0.008 0.026
C 3.86278 -0.48644 3.21805 0.005 -0.040 -0.036
C 4.05175 1.97530 2.92423 -0.009 -0.016 -0.010
C 0.98587 -2.75214 -1.83691 -0.047 -0.071 0.000
S -0.60834 -2.82774 -1.18669 -0.136 0.153 0.197
H 1.08056 -6.64375 -0.42734 -0.006 -0.032 -0.003
H 0.40913 -5.03548 -0.12530 -0.035 0.024 0.021
H 2.15123 -5.30066 0.00404 0.023 0.003 0.008
H 2.31446 -7.14741 -2.46731 -0.002 -0.007 -0.001
H 3.50554 -5.93748 -2.00977 0.025 0.009 0.018
H 2.77089 -5.90742 -3.63084 0.007 0.005 -0.016
H -0.03467 -6.65487 -2.75165 -0.009 -0.028 -0.005
H 0.33594 -5.36124 -3.89945 0.008 0.003 -0.027
H -0.68832 -5.03380 -2.49316 -0.003 -0.014 -0.002
H 3.76506 -3.96222 -2.98554 0.029 -0.028 -0.014
H 3.67453 -1.24737 -2.78720 0.022 0.013 -0.015
H 0.40152 -0.09325 -0.94853 -0.310 0.220 -0.221
H 1.29978 -0.90806 -4.46657 0.037 -0.021 -0.016
H 0.52168 1.05811 -6.15364 0.030 -0.018 0.001
H -1.32195 4.06320 -3.24555 0.003 0.001 0.088
H -2.09621 3.10157 -4.51232 0.014 0.016 -0.003
H -1.74370 4.81292 -4.79643 0.026 0.013 0.008
H 1.17811 4.74497 -3.53652 0.015 0.003 0.052
H 0.72359 5.54849 -5.04836 -0.013 0.045 -0.016
H 1.99737 4.32143 -5.05394 0.013 0.004 0.012
H -0.87724 2.63865 -6.68481 -0.020 0.003 0.001
H 0.81163 3.16542 -6.87872 -0.004 0.000 -0.021
H -0.49324 4.34941 -6.80221 0.022 0.024 -0.014
H 3.41810 1.87310 -2.04651 0.015 0.014 -0.010
H 5.01179 2.15633 0.15401 0.022 0.006 -0.009
H 6.09462 -0.51384 1.63248 -0.003 -0.014 -0.009
H 6.34983 0.43226 3.10444 0.015 -0.004 0.011
H 6.33170 1.23746 1.54113 0.011 0.010 -0.006
H 4.03503 -1.47397 2.79370 -0.008 -0.025 0.006
H 2.80648 -0.38421 3.43848 -0.085 -0.006 0.019
H 4.41851 -0.40669 4.15365 0.006 0.002 0.009
H 4.45330 2.79314 2.32618 0.005 0.037 -0.001
H 4.48982 2.03167 3.92087 0.008 -0.001 0.021
H 2.97261 2.10622 3.01616 0.011 -0.007 0.011
C 1.50728 -0.29605 6.09739 0.020 -0.027 0.019
C 0.90758 -1.32940 5.38401 0.063 -0.006 0.035
C 0.19733 -1.05113 4.23252 -0.029 0.063 -0.068
C 0.06274 0.26380 3.77732 -0.035 -0.085 0.001
C 0.65995 1.28959 4.49728 -0.006 0.010 -0.010
C 1.38499 1.00787 5.65184 -0.002 0.016 -0.012
P -1.02797 0.49416 2.31759 -0.009 0.100 -0.260
C -1.04883 2.30223 2.09758 0.108 0.005 0.072
C 0.16353 2.87931 1.71655 -0.111 -0.106 -0.008
C 0.26088 4.24160 1.50050 0.013 0.011 -0.042
C -0.86659 5.04159 1.62824 0.035 0.066 -0.014
C -2.08288 4.47268 1.96792 -0.028 0.000 0.010
C -2.17598 3.10818 2.20914 0.044 -0.071 -0.046
C -2.59560 -0.00540 3.08824 0.000 0.036 0.084
C -3.19604 0.62691 4.14616 -0.018 -0.015 -0.056
C -4.36773 0.09310 4.71626 0.011 -0.023 -0.010
C -4.87129 -1.08864 4.24874 0.003 0.009 0.007
C -4.23446 -1.79278 3.19922 -0.034 0.007 0.013
C -4.70927 -3.05133 2.75725 0.004 -0.039 -0.037
C -4.04201 -3.71748 1.77325 -0.065 -0.014 0.049
C -2.90726 -3.14197 1.15653 0.071 -0.003 0.000
C -2.40083 -1.90297 1.49754 -0.047 -0.132 0.052
C -3.08462 -1.24101 2.58626 0.057 0.094 -0.028
H 2.06574 -0.51100 6.99939 0.004 -0.010 0.010
H 0.99854 -2.35152 5.72771 -0.002 -0.015 0.007
H -0.27774 -1.85385 3.67862 0.011 -0.034 0.010
H 0.55507 2.31528 4.16707 -0.003 0.000 0.035
H 1.84579 1.81574 6.20587 0.003 0.023 0.006
H 1.02048 2.23334 1.55709 0.072 0.052 -0.012
H 1.20560 4.67174 1.19510 0.021 0.016 -0.008
H -0.79979 6.10583 1.44205 0.004 0.005 0.000
H -2.96728 5.09160 2.04464 -0.021 0.006 0.005
H -3.13218 2.67318 2.46140 -0.064 -0.036 0.028
H -2.76573 1.53278 4.55660 0.003 0.027 -0.002
H -4.85190 0.60911 5.53488 -0.014 0.011 0.009
H -5.76217 -1.51628 4.69328 -0.023 -0.010 0.006
H -5.59603 -3.47139 3.21663 -0.011 -0.018 0.018
H -4.39529 -4.68618 1.44045 0.006 -0.016 -0.006
H -2.43549 -3.71388 0.36529 -0.027 0.005 -0.002
C -4.36293 -1.46551 -1.66002 -0.005 0.070 0.033
Ge -3.87691 0.31994 -1.02551 -0.035 -0.144 -0.006
C -4.06202 1.60792 -2.49568 0.038 -0.047 0.006
C -5.06958 0.87078 0.43601 0.036 -0.011 -0.068
C -2.01341 0.36508 -0.47242 0.370 0.321 0.034
H -5.25022 -1.42750 -2.29279 -0.032 0.018 -0.009
H -4.56318 -2.11566 -0.81069 -0.007 -0.055 0.034
H -3.53635 -1.88838 -2.23043 0.023 -0.019 -0.031
H -5.10249 1.90911 -2.61451 -0.054 0.001 -0.020
H -3.71941 1.17078 -3.43380 0.029 -0.011 -0.030
H -3.46248 2.49432 -2.28991 0.008 0.044 0.021
H -5.96381 0.24739 0.43648 -0.041 -0.009 -0.003
H -5.37052 1.90921 0.30129 -0.003 0.053 0.004
H -4.58518 0.76988 1.40379 0.038 -0.034 0.078
H -1.49827 1.29103 -0.77047 -0.116 0.026 -0.011
```
Forces are in eV/Å.

molecular weight	1103.5	u
F_max	0.49	eV/A
net charge	0
HOMO-LUMO gap	6.51	eV
calculated total energy	-5860.4402	a.u.